Entry 1:
# C6H7ClO3

A 2-piece molecular cluster, C6H7ClO3 overall (ωB97M-V with the def2-TZVPD basis set, OMol25).

Geometry as XYZ:
```
17
Properties=species:S:1:pos:R:3:forces:R:3:nbo_charge:R:1
C 2.247645 -1.016133 -0.945479 -1.4 0.8 0.9 -0.573
C 1.558247 -0.813157 0.371078 2.3 -2.1 0.5 -0.263
C 2.097717 -0.189828 -1.965561 0.8 0.3 -0.1 0.748
C -2.758814 0.805477 0.323177 -3.0 3.0 0.2 -0.544
C -2.259084 -0.350398 0.440188 3.5 -4.5 0.4 0.155
C 1.324093 0.322652 1.000316 -1.4 0.8 -1.2 0.231
O 2.105310 0.561515 -2.849741 -0.3 -0.3 0.3 -0.441
O -1.493392 -1.003751 -0.556208 -1.6 2.6 -0.2 -0.679
O 1.326444 1.493646 0.304779 1.2 -1.8 -1.6 -0.679
Cl 0.428865 0.468592 2.461808 0.3 -0.3 0.7 -0.008
H 2.736187 -1.957093 -1.093025 0.2 -0.2 -0.3 0.270
H 1.648248 -1.718108 1.007566 -0.7 0.7 -0.5 0.230
H -2.890746 1.203784 -0.667439 0.1 0.7 -0.1 0.195
H -3.354332 1.182816 1.169511 0.5 0.1 -0.7 0.223
H -2.191119 -0.886621 1.377301 -0.2 -0.2 0.0 0.183
H -1.554315 -0.265060 -1.236839 0.7 -1.8 0.4 0.466
H 1.029047 2.161665 0.858566 -0.8 2.1 1.5 0.487
```
Forces are in eV/Å.

Output
ΔE to the lowest compared entry with this formula, charge and spin	0.000	eV
orbital gap	8.69	eV
SMILES string	O=C=C/C=C(\O)Cl.C=CO
2S+1	1
HOMO	-8.0695	eV
charge	0

---

Entry 2:
# C6H7ClS

One molecule with the formula C6H7ClS (ωB97M-V with the def2-TZVPD basis set, OMol25).

Geometry as XYZ:
```
15
Properties=species:S:1:pos:R:3:forces:R:3:nbo_charge:R:1
C 1.954782 -0.087140 -0.451154 -0.3 0.0 -0.1 -0.214
C 0.893841 -0.476896 0.246899 0.2 0.1 0.7 -0.398
C -1.821848 -0.286533 0.167544 -0.5 -0.2 0.3 -0.204
C -2.805216 -0.929683 0.808075 -0.2 0.0 0.1 -0.359
C -1.796615 1.172564 -0.056085 -0.5 0.1 0.0 -0.237
C -2.888076 1.913038 -0.273713 0.2 -0.4 0.2 -0.356
H 2.008542 -0.109503 -1.533183 -0.1 -0.1 0.1 0.223
H 0.889417 -0.394987 1.354879 0.0 -0.1 -0.9 0.231
H -3.677212 -0.407561 1.237749 0.6 -0.1 -0.3 0.206
H -2.790168 -2.011060 0.947466 0.1 0.3 -0.1 0.212
H -0.809739 1.629141 -0.039388 -0.1 0.1 -0.1 0.216
H -2.792372 2.977651 -0.404838 0.0 0.2 0.0 0.202
H -3.901292 1.500842 -0.316426 0.5 0.0 0.0 0.198
S -0.490175 -1.237914 -0.546249 0.1 0.1 0.1 0.279
Cl 3.393789 0.517059 0.284960 0.0 0.0 0.1 0.000
```
Forces are in eV/Å.

Output
ΔE to the lowest compared entry with this formula, charge and spin	1.253	eV
orbital gap	9.19	eV
SMILES string	C=CC(=C)S/C=C/Cl
2S+1	1
HOMO	-8.7022	eV
charge	0